85
Properties=species:S:1:pos:R:3 method="wB97M-V/def2-TZVPD" homo_ev=-10.9 e_above_lowest_kj_mol=61.52 orbital_gap_ev=7.611 total_charge=+1
Ca -0.374 -1.323 -0.843
F 7.056 -1.217 1.559
C 5.740 -1.175 1.626
C 5.102 -1.210 2.854
F 5.807 -1.283 3.968
C 3.714 -1.163 2.897
F 3.129 -1.188 4.089
C 2.937 -1.088 1.750
P 1.118 -1.141 1.853
C 0.856 -2.612 2.888
C 1.371 -3.804 2.377
C 1.190 -4.992 3.064
C 0.485 -5.002 4.259
C -0.028 -3.820 4.767
C 0.157 -2.624 4.087
C 0.660 0.328 2.811
C -0.678 0.487 3.170
C -1.097 1.629 3.834
C -0.190 2.642 4.116
C 1.135 2.502 3.740
C 1.561 1.350 3.097
C 3.604 -1.047 0.519
Br 2.695 -0.919 -1.142
C 4.986 -1.091 0.457
F 5.623 -1.055 -0.706
H 1.910 -3.813 1.436
H 1.596 -5.911 2.661
H 0.340 -5.931 4.794
H -0.568 -3.819 5.704
H -0.223 -1.711 4.522
H -1.404 -0.285 2.937
H -2.134 1.725 4.127
H -0.517 3.534 4.632
H 1.848 3.287 3.955
H 2.605 1.258 2.825
O -1.740 -2.763 0.464
Cl -1.330 -3.762 -0.541
O -1.812 -3.240 -1.810
O -1.743 -5.058 -0.245
O 0.137 -3.618 -0.620
S 0.049 -0.908 -3.668
C 0.624 -2.440 -4.114
N 0.146 -2.974 -5.281
C 0.521 -4.182 -5.744
C 1.414 -4.914 -5.011
C 1.873 -4.324 -3.819
N 1.504 -3.140 -3.389
H -0.523 -2.416 -5.793
H 0.078 -4.493 -6.678
H 1.744 -5.888 -5.332
H 2.582 -4.855 -3.193
F -5.623 6.818 -1.547
C -4.727 5.873 -1.865
C -3.651 5.666 -1.019
C -2.729 4.690 -1.356
C -2.871 3.931 -2.515
C -3.964 4.178 -3.341
C -4.905 5.147 -3.026
Sb -1.546 2.371 -3.083
C -2.245 0.988 -1.574
C -2.213 1.321 -0.214
C -2.945 0.607 0.722
C -3.703 -0.470 0.294
F -4.400 -1.160 1.197
C -3.739 -0.860 -1.032
C -3.007 -0.120 -1.952
C 0.124 3.075 -1.963
C 0.569 4.391 -2.099
C 1.675 4.852 -1.404
C 2.343 3.977 -0.565
F 3.410 4.414 0.121
C 1.946 2.663 -0.406
C 0.837 2.241 -1.118
H -3.551 6.265 -0.124
H -1.882 4.533 -0.698
H -4.098 3.615 -4.258
H -5.756 5.348 -3.660
H -1.638 2.175 0.128
H -2.960 0.887 1.765
H -4.316 -1.724 -1.329
H -3.041 -0.414 -2.996
H 0.049 5.086 -2.749
H 2.024 5.871 -1.503
H 2.495 2.007 0.255
H 0.502 1.214 -0.999